[1]
{"formula": "C9H12MnN2OS5Sb", "method": "wB97M-V/def2-TZVPD", "elements": ["Mn", "S", "Sb", "S", "S", "S", "C", "C", "C", "O", "H", "H", "H", "H", "H", "H", "N", "C", "S", "C", "C", "C", "N", "C", "C", "H", "H", "H", "H", "H", "H"], "xyz": [[-1.0898, -0.3833, -1.9720], [-5.6232, -1.4091, -3.8544], [-3.9529, -1.7459, -2.3336], [-1.8817, -2.2564, -3.3831], [-3.5457, 0.4312, -1.3642], [-4.3089, -3.2842, -0.6671], [0.2245, 3.7861, -2.5967], [0.4247, 2.4899, -1.9468], [1.1834, 2.4231, -0.6301], [-0.0667, 1.4548, -2.4791], [0.6150, 4.5946, -1.9562], [-0.8449, 3.8956, -2.8366], [0.6552, 3.8215, -3.6085], [1.9798, 3.1477, -0.6011], [1.4930, 1.3985, -0.4585], [0.5146, 2.6365, 0.2245], [2.4756, -2.2644, 3.7532], [1.9190, -1.0935, 3.4412], [2.1200, 0.3276, 4.3557], [1.1900, -1.0951, 2.1734], [0.0658, -0.2190, 2.0877], [-0.8539, -0.5097, 1.0709], [-0.6011, -1.4116, 0.0827], [0.4888, -2.1821, 0.1631], [1.3876, -2.0935, 1.1984], [2.9765, -2.3161, 4.6279], [2.0976, -3.0811, 3.2493], [0.0298, 0.7162, 2.7043], [-1.8551, -0.0673, 0.9379], [0.5970, -2.8678, -0.6714], [2.1862, -2.8433, 1.2897]], "atomic_forces_ev_per_a": [[-2.2402, -0.6294, -0.2827], [0.2575, -0.1228, 0.0103], [-1.2590, -0.0622, 0.3571], [1.2020, 0.8586, 0.3452], [1.8025, -0.2924, -0.1396], [0.2202, 0.1880, -0.0911], [-0.2831, 1.0210, -0.4974], [-0.8701, -2.8501, -0.3594], [-1.1413, -0.4397, -0.1685], [1.2660, 1.9835, 1.3877], [-0.3326, -0.1608, -0.5418], [0.1662, 0.0753, 0.4907], [0.3358, -0.1344, 0.4119], [0.4145, 0.0749, -0.0098], [0.4250, -0.0827, -0.0712], [-0.0262, 0.1888, -0.5040], [-0.5957, -0.4246, -0.2915], [1.2366, 1.9044, 0.8159], [-0.0131, -1.4718, -0.6721], [-1.7923, 0.1437, -0.4106], [0.5983, -0.1631, -0.8621], [-0.0102, -0.0984, -0.5849], [0.3924, 0.6763, 0.7073], [-0.6028, 0.3872, -0.7948], [0.1338, -0.0392, 1.1104], [-0.1296, -0.3350, -0.1126], [0.7100, 0.4820, 0.9041], [-0.3241, -1.4522, -0.2627], [0.5837, 0.2739, 0.2107], [0.1446, -0.0763, 0.1025], [-0.2687, 0.5771, -0.1968]], "lowdin_spin": [4.684, 0.008, 0.013, 0.074, 0.077, 0.003, 0.003, 0.021, 0.003, 0.043, 0.000, 0.001, 0.001, 0.000, 0.001, 0.001, 0.000, 0.000, 0.002, 0.004, 0.002, 0.010, 0.033, 0.010, 0.002, 0.000, 0.000, 0.000, 0.002, 0.002, 0.000], "homo_energy_ev": [-3.39, -3.39], "charge": -1, "multiplicity": 6, "homo_lumo_gap_ev": [3.958, 3.933], "s_squared": 8.763}


[2]
{"formula": "H20O10", "method": "wB97M-V/def2-TZVPD", "elements": ["O", "H", "H", "O", "H", "H", "O", "H", "H", "O", "H", "H", "O", "H", "H", "O", "H", "H", "O", "H", "H", "O", "H", "H", "O", "H", "H", "O", "H", "H"], "xyz": [[0.7394, 0.5428, -0.2339], [-0.0405, 0.2523, 0.2523], [0.7036, 1.5045, -0.1816], [4.0810, 2.1246, 1.8346], [3.7890, 1.6730, 2.6345], [4.4438, 2.9581, 2.1550], [-0.2496, -1.6113, -2.9070], [0.0014, -1.2812, -3.7771], [-1.1656, -1.3293, -2.8045], [-0.4775, 0.1619, -2.1882], [-0.1960, 0.7470, -2.9006], [-0.8493, 0.7579, -1.5283], [-2.4288, -0.5841, 3.0762], [-2.3354, 0.3707, 2.9836], [-2.8424, -0.6967, 3.9395], [4.4448, -1.5135, 0.5462], [4.4773, -1.2248, -0.3728], [3.9702, -0.8064, 0.9975], [-0.1350, -4.7330, -0.1172], [0.8205, -4.8417, -0.1816], [-0.2746, -3.7914, -0.2685], [0.2845, -1.7000, -0.3824], [0.5020, -0.9352, -0.9272], [0.6674, -1.4919, 0.4774], [-1.2143, 5.4128, -1.1964], [-1.0531, 5.8222, -0.3388], [-2.0245, 5.8318, -1.5077], [-4.8242, -0.5738, 1.2512], [-4.9068, -0.7492, 0.3070], [-3.9074, -0.2963, 1.3588]], "atomic_forces_ev_per_a": [[0.7989, 2.3983, 1.9827], [0.0527, -0.0286, 0.1722], [0.3568, 0.1330, -0.0001], [-0.0843, 0.0358, 0.1637], [0.0346, 0.0152, -0.0641], [0.0172, -0.0733, -0.0893], [0.4057, -5.2130, -2.9572], [-0.0833, -0.3875, -0.0113], [0.4646, -0.5041, -0.1448], [-1.8754, 5.2749, 1.0646], [0.0077, 0.1280, 0.0215], [-0.0204, 0.6200, -0.1745], [0.0976, 0.3110, -0.0657], [0.0545, -0.0407, 0.1441], [-0.0536, -0.1040, -0.1019], [-0.0528, 0.1068, -0.0174], [-0.0233, -0.0559, 0.0875], [0.0714, -0.0189, -0.0846], [0.0859, -0.1891, 0.1091], [-0.1524, 0.0671, -0.0324], [0.1131, 0.2337, -0.1415], [-0.3651, -1.4056, 0.8633], [0.1071, -0.7263, -0.6135], [0.1358, -0.4014, -0.1488], [-0.1004, 0.0739, 0.1254], [0.0336, -0.0385, -0.0831], [0.0721, -0.0633, -0.0320], [-0.0007, 0.1941, -0.3213], [-0.0900, -0.0419, 0.1050], [-0.0077, -0.2996, 0.2445]], "nbo_charge": [-0.941, 0.475, 0.476, -0.940, 0.468, 0.471, -0.911, 0.446, 0.480, -0.933, 0.474, 0.449, -0.938, 0.461, 0.480, -0.938, 0.470, 0.468, -0.961, 0.464, 0.494, -0.979, 0.511, 0.455, -0.940, 0.469, 0.471, -0.940, 0.465, 0.473], "smiles": "O.O.O.O.O.O.O.O.O.O", "homo_energy_ev": -9.25, "relative_energy_kj_mol": 619.5, "homo_lumo_gap_ev": 8.984}


Copy entry 2 word for word.
{"formula": "H20O10", "method": "wB97M-V/def2-TZVPD", "elements": ["O", "H", "H", "O", "H", "H", "O", "H", "H", "O", "H", "H", "O", "H", "H", "O", "H", "H", "O", "H", "H", "O", "H", "H", "O", "H", "H", "O", "H", "H"], "xyz": [[0.7394, 0.5428, -0.2339], [-0.0405, 0.2523, 0.2523], [0.7036, 1.5045, -0.1816], [4.0810, 2.1246, 1.8346], [3.7890, 1.6730, 2.6345], [4.4438, 2.9581, 2.1550], [-0.2496, -1.6113, -2.9070], [0.0014, -1.2812, -3.7771], [-1.1656, -1.3293, -2.8045], [-0.4775, 0.1619, -2.1882], [-0.1960, 0.7470, -2.9006], [-0.8493, 0.7579, -1.5283], [-2.4288, -0.5841, 3.0762], [-2.3354, 0.3707, 2.9836], [-2.8424, -0.6967, 3.9395], [4.4448, -1.5135, 0.5462], [4.4773, -1.2248, -0.3728], [3.9702, -0.8064, 0.9975], [-0.1350, -4.7330, -0.1172], [0.8205, -4.8417, -0.1816], [-0.2746, -3.7914, -0.2685], [0.2845, -1.7000, -0.3824], [0.5020, -0.9352, -0.9272], [0.6674, -1.4919, 0.4774], [-1.2143, 5.4128, -1.1964], [-1.0531, 5.8222, -0.3388], [-2.0245, 5.8318, -1.5077], [-4.8242, -0.5738, 1.2512], [-4.9068, -0.7492, 0.3070], [-3.9074, -0.2963, 1.3588]], "atomic_forces_ev_per_a": [[0.7989, 2.3983, 1.9827], [0.0527, -0.0286, 0.1722], [0.3568, 0.1330, -0.0001], [-0.0843, 0.0358, 0.1637], [0.0346, 0.0152, -0.0641], [0.0172, -0.0733, -0.0893], [0.4057, -5.2130, -2.9572], [-0.0833, -0.3875, -0.0113], [0.4646, -0.5041, -0.1448], [-1.8754, 5.2749, 1.0646], [0.0077, 0.1280, 0.0215], [-0.0204, 0.6200, -0.1745], [0.0976, 0.3110, -0.0657], [0.0545, -0.0407, 0.1441], [-0.0536, -0.1040, -0.1019], [-0.0528, 0.1068, -0.0174], [-0.0233, -0.0559, 0.0875], [0.0714, -0.0189, -0.0846], [0.0859, -0.1891, 0.1091], [-0.1524, 0.0671, -0.0324], [0.1131, 0.2337, -0.1415], [-0.3651, -1.4056, 0.8633], [0.1071, -0.7263, -0.6135], [0.1358, -0.4014, -0.1488], [-0.1004, 0.0739, 0.1254], [0.0336, -0.0385, -0.0831], [0.0721, -0.0633, -0.0320], [-0.0007, 0.1941, -0.3213], [-0.0900, -0.0419, 0.1050], [-0.0077, -0.2996, 0.2445]], "nbo_charge": [-0.941, 0.475, 0.476, -0.940, 0.468, 0.471, -0.911, 0.446, 0.480, -0.933, 0.474, 0.449, -0.938, 0.461, 0.480, -0.938, 0.470, 0.468, -0.961, 0.464, 0.494, -0.979, 0.511, 0.455, -0.940, 0.469, 0.471, -0.940, 0.465, 0.473], "smiles": "O.O.O.O.O.O.O.O.O.O", "homo_energy_ev": -9.25, "relative_energy_kj_mol": 619.5, "homo_lumo_gap_ev": 8.984}